# 1
24
Properties=species:S:1:pos:R:3 method="wB97M-V/def2-TZVPD" charge=0
H -3.2103 3.0692 -0.7294
N -2.3992 2.7435 -0.2066
C -1.9099 1.6445 -0.5954
C -0.6260 1.1078 0.0482
C -0.0829 1.9804 1.1357
C -0.2213 -0.1133 -0.2945
C -0.8139 -0.9786 -1.3641
C 1.0389 -0.7056 0.4443
C 0.6631 -1.9794 1.2006
C 2.1728 -0.9566 -0.5496
H -2.3397 1.0574 -1.4172
H -0.3285 1.5716 2.1160
H 0.9946 2.1274 1.0834
H -0.5310 2.9679 1.0714
H -1.8647 -1.1833 -1.1615
H -0.7427 -0.4940 -2.3374
H -0.3034 -1.9349 -1.4245
H 1.3945 0.0219 1.1749
H 0.3426 -2.7676 0.5230
H 1.5210 -2.3477 1.7620
H -0.1419 -1.7790 1.9048
H 1.9039 -1.7159 -1.2805
H 3.0638 -1.2957 -0.0224
H 2.4201 -0.0398 -1.0811

***

# 2
25
Properties=species:S:1:pos:R:3 method="wB97M-V/def2-TZVPD" smiles="CCN1CC[NH2+]C2(C=C2)C1" charge=+1
C -0.2440 2.7519 0.9571
C -1.0535 1.7124 0.2183
N -0.3457 0.4136 0.1112
C 0.8167 0.4372 -0.7736
C 1.6806 -0.7548 -0.6492
N 0.7263 -1.9005 -0.8107
C -0.3354 -1.9346 0.2435
C -0.7892 -3.2126 0.6413
C -0.0277 -2.6010 1.5437
C -1.1704 -0.7257 -0.0187
H 0.7268 2.8367 0.5046
H -0.8295 3.7382 0.8473
H -0.1381 2.5385 2.0569
H -1.9033 1.5951 0.8437
H -1.2839 2.0317 -0.8964
H 1.3709 1.2919 -0.5975
H 0.5585 0.3913 -1.8526
H 2.5032 -0.5795 -1.3860
H 2.1622 -0.9380 0.2413
H 0.3791 -1.5793 -1.8358
H 1.3210 -2.7534 -0.9199
H -1.1437 -4.0754 0.1387
H 0.5293 -2.6149 2.4413
H -1.7438 -0.9510 -1.0233
H -2.0883 -0.5059 0.6362

***

The calculation returns the following largest force on an atom values, one per record and in order: 2.43; 5.07 eV/Å.
The calculation returns the following energy above the lowest of the compared OMol25 structures with the same formula, charge and spin values, one per record and in order: 69.1; 390.7 kJ/mol.